The following is a DFT calculation (ωB97M-V with the def2-TZVPD basis set) of 2 unconnected molecules or ions with the total composition C3H10NO3 at a distorted geometry.

Results
* gap between HOMO and LUMO: 0.3178 Ha
* LUMO level: 4.17 eV
* max |F|: 0.054 hartree/bohr
* 2S+1: 1
* total charge: -1
* ΔE to the lowest compared entry with this formula, charge and spin: 41.00 kJ/mol

Last columns: bonded neighbours and bond lengths (Å).
Cartesian coordinates (Å):
1 C -1.222 -0.935 0.147  O2 1.425, C3 1.571, H7 1.134, H8 1.055
2 O -0.393 -1.895 0.795  C1 1.425, H16 1.095
3 C -0.522 0.448 -0.114  C1 1.571, C4 1.573, N6 1.508, H9 1.041
4 C 0.831 0.322 -0.906  C3 1.573, O5 1.421, H10 1.042, H11 1.099
5 O 1.886 0.993 -0.230  C4 1.421, H12 1.016
6 N -1.380 1.437 -0.860  C3 1.508, H13 1.096, H14 1.019
7 H -2.137 -0.820 0.808  C1 1.134
8 H -1.509 -1.370 -0.770  C1 1.055
9 H -0.355 0.728 0.875  C3 1.041
10 H 0.890 -0.716 -0.967  C4 1.042
11 H 0.735 0.806 -1.889  C4 1.099
12 H 1.721 0.567 0.678  O5 1.016
13 H -0.607 2.137 -1.197  N6 1.096
14 H -1.767 1.019 -1.705  N6 1.019
15 H 2.155 -0.941 2.056  O17 0.959
16 H 0.332 -1.320 1.380  O2 1.095
17 O 1.341 -0.458 1.899  H15 0.959

natural (NBO) analysis output, partial charges in e:
1. C -0.0551
2. O -0.8243
3. C -0.1106
4. C -0.0812
5. O -0.7940
6. N -0.8484
7. H 0.1397
8. H 0.1323
9. H 0.2105
10. H 0.1682
11. H 0.1358
12. H 0.5129
13. H 0.3473
14. H 0.3345
15. H 0.4336
16. H 0.5043
17. O -1.2055

The following is a DFT calculation (ωB97M-V with the def2-TZVPD basis set) of a single C8H16N2O2S2 molecule at a distorted geometry.

Results
* gap between HOMO and LUMO: 0.3385 Ha
* LUMO level: 0.73 eV
* max |F|: 0.044 hartree/bohr
* 2S+1: 1
* ΔE to the lowest compared entry with this formula, charge and spin: 26.22 kJ/mol
* SMILES: CNC(=O)CCSSCCC(=O)NC

Last columns: bonded neighbours and bond lengths (Å).
Cartesian coordinates (Å):
1 C 3.223 -0.258 1.431  H9 1.098, H10 1.081, H11 1.099, N25 1.464
2 C 2.070 -0.246 -0.807  C3 1.538, N25 1.347, O27 1.257
3 C 1.804 -1.761 -0.831  C2 1.538, C4 1.542, H13 1.063, H14 1.107
4 C 0.531 -2.166 -0.063  C3 1.542, H15 1.123, H16 1.094, S29 1.829
5 C -3.121 -0.241 0.385  C6 1.512, H17 1.106, H18 1.083, S30 1.821
6 C -2.260 0.765 1.113  C5 1.512, C7 1.531, H19 1.079, H20 1.090
7 C -0.866 1.064 0.558  C6 1.531, N26 1.349, O28 1.224
8 C -1.753 2.123 -1.530  H22 1.097, H23 1.072, H24 1.136, N26 1.449
9 H 2.669 0.292 2.202  C1 1.098
10 H 4.292 -0.200 1.577  C1 1.081
11 H 2.920 -1.314 1.414  C1 1.099
12 H 2.997 1.253 0.017  N25 1.021
13 H 2.602 -2.287 -0.364  C3 1.063
14 H 1.738 -2.035 -1.901  C3 1.107
15 H 0.485 -1.561 0.882  C4 1.123
16 H 0.469 -3.227 0.198  C4 1.094
17 H -4.059 -0.365 0.958  C5 1.106
18 H -3.396 0.074 -0.614  C5 1.083
19 H -2.033 0.430 2.113  C6 1.079
20 H -2.828 1.689 1.219  C6 1.090
21 H 0.231 1.858 -0.853  N26 1.029
22 H -1.745 1.422 -2.375  C8 1.097
23 H -1.619 3.115 -1.915  C8 1.072
24 H -2.797 2.085 -1.083  C8 1.136
25 N 2.968 0.234 0.075  C1 1.464, C2 1.347, H12 1.021
26 N -0.744 1.861 -0.524  C7 1.349, C8 1.449, H21 1.029
27 O 1.495 0.488 -1.650  C2 1.257
28 O 0.126 0.709 1.182  C7 1.224
29 S -0.938 -1.865 -1.109  C4 1.829, S30 2.071
30 S -2.460 -1.935 0.294  C5 1.821, S29 2.071

natural (NBO) analysis output, partial charges in e:
1. C -0.4064
2. C 0.7136
3. C -0.5183
4. C -0.5325
5. C -0.5248
6. C -0.5264
7. C 0.7030
8. C -0.4106
9. H 0.2202
10. H 0.1997
11. H 0.1996
12. H 0.3946
13. H 0.2185
14. H 0.2423
15. H 0.2566
16. H 0.2209
17. H 0.2332
18. H 0.2193
19. H 0.2410
20. H 0.2243
21. H 0.4316
22. H 0.2029
23. H 0.2048
24. H 0.1940
25. N -0.6005
26. N -0.6193
27. O -0.6752
28. O -0.6762
29. S 0.0867
30. S 0.0834

The following is a DFT calculation (ωB97M-V with the def2-TZVPD basis set) of 5 unconnected molecules or ions with the total composition C6H22O5 at a distorted geometry.

Results
* gap between HOMO and LUMO: 0.3874 Ha
* LUMO level: 0.59 eV
* max |F|: 0.068 hartree/bohr
* 2S+1: 1
* ΔE to the lowest compared entry with this formula, charge and spin: 145.43 kJ/mol
* SMILES: CC(C)O.CC(C)O.O.O.O

Last columns: bonded neighbours and bond lengths (Å).
Cartesian coordinates (Å):
1 O 2.346 -0.149 -4.950  H2 0.957, H3 0.957
2 H 2.076 -0.484 -5.805  O1 0.957
3 H 3.195 -0.562 -4.788  O1 0.957
4 O -4.520 -1.098 -4.228  H5 0.957, H6 0.957
5 H -4.438 -1.666 -4.994  O4 0.957
6 H -5.446 -1.146 -3.992  O4 0.957
7 O -0.869 -0.440 -1.168  H8 0.957, H9 0.957
8 H -0.055 -0.513 -1.665  O7 0.957
9 H -1.560 -0.557 -1.820  O7 0.957
10 C 5.573 -1.909 -0.141  C11 1.488, H14 1.090, H15 1.090, H16 1.090
11 C 6.013 -0.530 -0.489  C10 1.488, C12 1.566, O13 1.403, H17 1.090
12 C 6.892 0.186 0.591  C11 1.566, H18 1.090, H19 1.090, H20 1.090
13 O 6.587 -0.441 -1.766  C11 1.403, H21 0.960
14 H 5.096 -1.938 0.839  C10 1.090
15 H 6.334 -2.673 0.013  C10 1.090
16 H 4.781 -2.357 -0.742  C10 1.090
17 H 5.166 0.150 -0.582  C11 1.090
18 H 6.958 1.252 0.371  C12 1.090
19 H 7.884 -0.266 0.569  C12 1.090
20 H 6.567 0.005 1.615  C12 1.090
21 H 7.349 -1.021 -1.838  O13 0.960
22 C -4.993 0.790 3.896  C23 1.505, H26 1.090, H27 1.090, H28 1.090
23 C -5.408 1.024 2.469  C22 1.505, C24 1.548, O25 1.381, H29 1.090
24 C -6.616 1.984 2.600  C23 1.548, H30 1.090, H31 1.090, H32 1.090
25 O -4.456 1.857 1.916  C23 1.381, H33 0.960
26 H -4.005 0.350 3.763  C22 1.090
27 H -5.618 0.103 4.468  C22 1.090
28 H -4.776 1.691 4.469  C22 1.090
29 H -5.506 0.133 1.849  C23 1.090
30 H -7.034 2.245 1.628  C24 1.090
31 H -6.407 2.973 3.009  C24 1.090
32 H -7.425 1.659 3.254  C24 1.090
33 H -3.688 1.346 1.647  O25 0.960

natural (NBO) analysis output, partial charges in e:
1. O -0.9371
2. H 0.4668
3. H 0.4705
4. O -0.9368
5. H 0.4679
6. H 0.4692
7. O -0.9430
8. H 0.4711
9. H 0.4719
10. C -0.6500
11. C 0.0915
12. C -0.6281
13. O -0.7145
14. H 0.2169
15. H 0.2058
16. H 0.2211
17. H 0.1741
18. H 0.2185
19. H 0.1948
20. H 0.2105
21. H 0.4593
22. C -0.6260
23. C 0.0859
24. C -0.6282
25. O -0.7195
26. H 0.1948
27. H 0.2063
28. H 0.2185
29. H 0.1704
30. H 0.2070
31. H 0.2204
32. H 0.2026
33. H 0.4676

The following is a DFT calculation (ωB97M-V with the def2-TZVPD basis set) of a single C3H4OS2 molecule at a distorted geometry.

Results
* gap between HOMO and LUMO: 0.3702 Ha
* LUMO level: 0.45 eV
* max |F|: 0.045 hartree/bohr
* 2S+1: 1
* ΔE to the lowest compared entry with this formula, charge and spin: 5.20 kJ/mol
* SMILES: O=C1SCCS1

Last columns: bonded neighbours and bond lengths (Å).
Cartesian coordinates (Å):
1 C -1.743 -0.249 -0.044  O8 1.218, S9 1.801, S10 1.781
2 C 0.871 -0.603 0.368  C3 1.568, H4 1.081, H5 1.102, S9 1.818
3 C 0.636 0.790 -0.311  C2 1.568, H6 1.058, H7 1.130, S10 1.858
4 H 1.799 -1.004 -0.016  C2 1.081
5 H 0.940 -0.484 1.461  C2 1.102
6 H 1.373 1.502 -0.046  C3 1.058
7 H 0.693 0.767 -1.438  C3 1.130
8 O -2.930 -0.506 0.042  C1 1.218
9 S -0.566 -1.611 -0.106  C1 1.801, C2 1.818
10 S -1.074 1.397 0.090  C1 1.781, C3 1.858

natural (NBO) analysis output, partial charges in e:
1. C 0.2133
2. C -0.5419
3. C -0.5150
4. H 0.2369
5. H 0.2252
6. H 0.2292
7. H 0.2251
8. O -0.5482
9. S 0.2374
10. S 0.2379

The following is a DFT calculation (ωB97M-V with the def2-TZVPD basis set) of 2 unconnected molecules or ions with the total composition C19H20FN3O3.

Results
* gap between HOMO and LUMO: 0.3079 Ha
* LUMO level: -0.71 eV
* max |F|: 0.010 hartree/bohr
* 2S+1: 1
* ΔE to the lowest compared entry with this formula, charge and spin: 134.91 kJ/mol
* SMILES: O=C(O)Cc1cc(-c2cccnc2)cc2nc(F)cnc12.CCOCC

Last columns: bonded neighbours and bond lengths (Å).
Cartesian coordinates (Å):
1 O 1.799 -2.215 -2.776  C2 1.202
2 C 1.890 -1.776 -1.660  O1 1.202, O3 1.350, C4 1.523
3 O 3.081 -1.366 -1.174  C2 1.350, H22 0.965
4 C 0.705 -1.715 -0.706  C2 1.523, C5 1.509, H23 1.089, H24 1.093
5 C -0.371 -0.733 -1.101  C4 1.509, C6 1.362, C21 1.413
6 C -1.674 -1.128 -1.143  C5 1.362, C7 1.418, H25 1.080
7 C -2.725 -0.240 -1.485  C6 1.418, C8 1.480, C14 1.369
8 C -4.126 -0.717 -1.500  C7 1.480, C9 1.391, C13 1.395
9 C -5.190 0.138 -1.231  C8 1.391, C10 1.384, H26 1.081
10 C -6.481 -0.359 -1.249  C9 1.384, C11 1.387, H27 1.080
11 C -6.672 -1.703 -1.536  C10 1.387, N12 1.328, H28 1.082
12 N -5.675 -2.539 -1.802  C11 1.328, C13 1.328
13 C -4.443 -2.046 -1.780  C8 1.395, N12 1.328, H29 1.082
14 C -2.417 1.057 -1.798  C7 1.369, C15 1.401, H30 1.081
15 C -1.090 1.505 -1.760  C14 1.401, N16 1.368, C21 1.408
16 N -0.816 2.808 -2.076  C15 1.368, C17 1.273
17 C 0.411 3.136 -1.998  N16 1.273, F18 1.333, C19 1.420
18 F 0.747 4.390 -2.297  C17 1.333
19 C 1.467 2.274 -1.599  C17 1.420, N20 1.293, H31 1.083
20 N 1.229 1.039 -1.298  C19 1.293, C21 1.363
21 C -0.063 0.614 -1.396  C5 1.413, C15 1.408, N20 1.363
22 H 2.954 -1.026 -0.280  O3 0.965
23 H 0.260 -2.708 -0.736  C4 1.089
24 H 1.010 -1.536 0.328  C4 1.093
25 H -1.916 -2.151 -0.898  C6 1.080
26 H -5.026 1.178 -0.985  C9 1.081
27 H -7.318 0.289 -1.033  C10 1.080
28 H -7.673 -2.114 -1.550  C11 1.082
29 H -3.650 -2.740 -2.027  C13 1.082
30 H -3.179 1.763 -2.095  C14 1.081
31 H 2.479 2.657 -1.541  C19 1.083
32 C 4.260 0.992 1.345  C33 1.519, H37 1.092, H38 1.090, H39 1.090
33 C 2.856 0.781 1.886  C32 1.519, O34 1.417, H40 1.093, H41 1.096
34 O 2.673 -0.455 2.553  C33 1.417, C35 1.418
35 C 3.482 -0.668 3.698  O34 1.418, C36 1.519, H42 1.096, H43 1.090
36 C 3.265 0.351 4.804  C35 1.519, H44 1.091, H45 1.090, H46 1.091
37 H 4.555 0.145 0.721  C32 1.092
38 H 4.285 1.895 0.734  C32 1.090
39 H 5.010 1.103 2.128  C32 1.090
40 H 2.150 0.752 1.053  C33 1.093
41 H 2.555 1.622 2.521  C33 1.096
42 H 4.540 -0.711 3.418  C35 1.096
43 H 3.208 -1.661 4.054  C35 1.090
44 H 3.582 1.352 4.507  C36 1.091
45 H 3.843 0.069 5.684  C36 1.090
46 H 2.211 0.397 5.078  C36 1.091

natural (NBO) analysis output, partial charges in e:
1. O -0.5677
2. C 0.8030
3. O -0.6649
4. C -0.5507
5. C 0.0134
6. C -0.2072
7. C 0.0749
8. C -0.1202
9. C -0.1555
10. C -0.2499
11. C 0.0376
12. N -0.4044
13. C 0.0495
14. C -0.2262
15. C 0.1253
16. N -0.3998
17. C 0.5566
18. F -0.3040
19. C -0.0261
20. N -0.3832
21. C 0.1444
22. H 0.4884
23. H 0.2486
24. H 0.2344
25. H 0.2158
26. H 0.2180
27. H 0.2218
28. H 0.1947
29. H 0.1921
30. H 0.2284
31. H 0.2111
32. C -0.6470
33. C -0.0780
34. O -0.5463
35. C -0.0642
36. C -0.6450
37. H 0.2087
38. H 0.2178
39. H 0.2100
40. H 0.1908
41. H 0.1668
42. H 0.1619
43. H 0.1896
44. H 0.2035
45. H 0.2191
46. H 0.2140

The following is a DFT calculation (ωB97M-V with the def2-TZVPD basis set) of a single C2H6IP molecule at a distorted geometry.

Results
* gap between HOMO and LUMO (spin up / spin down): 0.2595 / 0.2596 Ha
* LUMO level (spin up / spin down): -0.97 / -0.97 eV
* max |F|: 0.060 hartree/bohr
* 2S+1: 1
* ΔE to the lowest compared entry with this formula, charge and spin: 107.09 kJ/mol
* SMILES: CC=[PH2]I

Last columns: bonded neighbours and bond lengths (Å).
Cartesian coordinates (Å):
1 C -1.312 0.879 0.012  C2 1.501, H5 1.067, H6 1.033, H7 1.121
2 C -0.516 -0.251 0.597  C1 1.501, P3 1.757, H8 1.165
3 P 1.029 -0.706 -0.106  C2 1.757, I4 2.741, H9 1.447, H10 1.447
4 I 3.667 -0.002 -0.337  P3 2.741
5 H -2.364 0.703 0.007  C1 1.067
6 H -1.056 1.127 -0.959  C1 1.033
7 H -1.101 1.774 0.654  C1 1.121
8 H -0.796 -0.650 1.655  C2 1.165
9 H 0.953 -0.803 -1.548  P3 1.447
10 H 1.495 -2.070 0.026  P3 1.447

natural (NBO) analysis output, partial charges in e:
1. C -0.6478
2. C -0.6270
3. P 0.6606
4. I -0.3863
5. H 0.2336
6. H 0.2146
7. H 0.2183
8. H 0.2525
9. H 0.0296
10. H 0.0519

no.,E_tot (hartree)
1,-400.7718
2,-1370.8294
3,-617.9442
4,-988.3302
5,-1225.8897
6,-718.7610